ORCA calculation (the ωB97M-V functional and the def2-TZVPD basis) on a molecular structure, C2HLiNaO3 in a non-equilibrium geometry.

Values from the calculation:
Charge: +1
E_tot, eV: -12848.2343
M, g/mol: 103.0
Strongest force on any atom, eV/A: 3.28
Energy above the lowest of the compared OMol25 structures with the same formula, charge and spin, kJ/mol: 65.42
HOMO energy (alpha / beta), eV: -11.2 / -11.2

```
8
Properties=species:S:1:pos:R:3:lowdin_charge:R:1
O 0.437 -1.621 -0.351 -0.2725
C -0.631 -0.983 -0.429 -0.2096
O 1.620 0.980 0.313 0.1208
C 0.535 1.414 0.178 -0.3918
O -0.422 1.993 0.533 0.1590
Li 2.104 -1.000 0.182 0.8180
H -1.257 -1.317 -1.315 0.0239
Na -2.386 0.535 0.888 0.7522
```